(1)
Formula: C4H6AgO2
Source: the Open Molecules 2025 dataset
Level of theory: wB97M-V/def2-TZVPD

XYZ file:
```
13
C4H6AgO2 (wB97M-V/def2-TZVPD)
O 0.532 3.043 -0.961
C 0.994 1.965 -1.404
H -1.136 1.163 0.772
H 0.943 1.957 -2.562
C -1.942 0.468 0.411
C -1.962 -0.832 0.114
C -1.055 -1.911 0.657
O 0.104 -2.000 -0.085
Ag 1.315 -0.144 0.005
H -2.672 -1.181 -0.648
H -2.746 1.120 0.056
H -1.633 -2.868 0.645
H -0.916 -1.704 1.747
```

Calculated values
- LUMO level (alpha / beta) (eV) = 3.729 / 3.729
- total charge = -1
- energy relative to the best compared isomer or geometry (same formula, charge and spin) (eV) = 0.000
- 2S+1 = 1
- HOMO energy (alpha / beta) (eV) = -2.99 / -2.99
- frontier orbital gap (alpha / beta) (eV) = 6.7 / 6.7
- molecular weight (g/mol) = 194.0

=====

(2)
Formula: C4H6AlO7
Source: the Open Molecules 2025 dataset
Level of theory: wB97M-V/def2-TZVPD

XYZ file:
```
18
C4H6AlO7 (wB97M-V/def2-TZVPD)
O -2.572 2.516 -0.821
C -1.767 2.246 0.111
O -1.693 2.972 1.141
O -1.022 1.157 -0.023
O 1.231 -0.712 -0.211
C 1.516 -1.965 -0.652
O 1.442 -2.946 0.084
O 2.558 -1.815 -1.509
C 0.316 -0.617 0.872
C -0.127 0.812 1.040
Al -2.823 3.757 0.279
H 2.897 -2.693 -1.723
H 0.827 -0.950 1.786
H -0.561 -1.262 0.719
H 0.731 1.498 1.029
H -0.647 0.909 2.001
O -0.253 -1.923 -2.086
H -0.054 -0.984 -2.037
```

Calculated values
- LUMO level (alpha / beta) (eV) = 0.346 / -2.924
- energy relative to the best compared isomer or geometry (same formula, charge and spin) (eV) = 0.406
- <S²> = 0.75
- 2S+1 = 2
- HOMO energy (alpha / beta) (eV) = -7.03 / -7.03
- frontier orbital gap (alpha / beta) (eV) = 7.4 / 4.1
- molecular weight (g/mol) = 193.1

=====

(3)
Formula: C4H6BiO3
Source: the Open Molecules 2025 dataset
Level of theory: wB97M-V/def2-TZVPD

XYZ file:
```
14
C4H6BiO3 (wB97M-V/def2-TZVPD)
H 3.680 -0.514 1.450
C 4.087 -1.079 0.296
H 4.673 -0.982 -0.631
H 4.318 -2.043 0.775
C 2.912 -0.421 0.374
O -1.006 -1.183 -0.812
C -1.550 -0.117 -0.396
O -0.876 0.714 0.279
Bi 0.753 -0.551 0.037
O -2.812 0.085 -0.689
C -3.422 1.302 -0.247
H -3.404 1.358 0.847
H -2.900 2.165 -0.676
H -4.453 1.265 -0.607
```

Calculated values
- LUMO level (alpha / beta) (eV) = -11.639 / -12.394
- total charge = +2
- energy relative to the best compared isomer or geometry (same formula, charge and spin) (eV) = 4.061
- <S²> = 0.77
- 2S+1 = 2
- HOMO energy (alpha / beta) (eV) = -18.94 / -19.29
- frontier orbital gap (alpha / beta) (eV) = 7.3 / 6.9
- molecular weight (g/mol) = 311.1

=====

(4)
Formula: C4H6Br2O
Source: the Open Molecules 2025 dataset
Level of theory: wB97M-V/def2-TZVPD

XYZ file:
```
13
C4H6Br2O (wB97M-V/def2-TZVPD)
C -0.311 1.281 -0.079
C 2.183 -0.469 0.486
C 0.121 1.273 -1.473
C 2.114 -0.665 1.795
O 1.366 -1.862 2.075
Br -1.194 2.929 0.321
Br 3.244 0.808 -0.350
H -0.621 1.083 -2.139
H 0.851 0.465 -1.321
H 0.806 2.137 -1.837
H -0.066 0.573 0.553
H 2.677 -0.416 2.641
H 0.667 -2.004 1.419
```

Calculated values
- LUMO level (alpha / beta) (eV) = 0.033 / -2.138
- energy relative to the best compared isomer or geometry (same formula, charge and spin) (eV) = 6.281
- 2S+1 = 1
- HOMO energy (alpha / beta) (eV) = -9.50 / -8.04
- frontier orbital gap (alpha / beta) (eV) = 9.5 / 5.9
- molecular weight (g/mol) = 229.9

=====

(5)
Formula: C4H6Br3OP
Source: the Open Molecules 2025 dataset
Level of theory: wB97M-V/def2-TZVPD

XYZ file:
```
15
C4H6Br3OP (wB97M-V/def2-TZVPD)
C 0.264 0.984 -0.872
C -0.448 -1.060 0.027
C -0.384 1.154 -2.158
C -0.465 -1.486 2.333
O 0.105 -1.395 1.078
P 1.899 0.575 -0.578
Br -2.205 -1.587 -0.287
Br 1.887 1.291 1.560
Br 2.987 2.304 -1.565
H 0.235 1.808 -2.812
H -1.435 1.600 -1.998
H -0.563 0.155 -2.708
H 0.137 -0.809 2.996
H -0.560 -2.565 2.617
H -1.453 -0.969 2.365
```

Calculated values
- LUMO level (alpha / beta) (eV) = -0.963 / -1.072
- energy relative to the best compared isomer or geometry (same formula, charge and spin) (eV) = 4.825
- 2S+1 = 1
- HOMO energy (alpha / beta) (eV) = -7.84 / -7.61
- frontier orbital gap (alpha / beta) (eV) = 6.9 / 6.5
- molecular weight (g/mol) = 340.8

=====

(6)
Formula: C4H6BrF
Source: the Open Molecules 2025 dataset
Level of theory: wB97M-V/def2-TZVPD

XYZ file:
```
12
C4H6BrF (wB97M-V/def2-TZVPD)
C -0.072 -0.502 0.627
C 1.336 -0.826 1.757
C -1.146 0.962 -1.093
C -0.135 0.651 -0.043
F 1.243 -1.856 2.546
Br 1.417 -1.594 -2.960
H -0.633 -1.474 0.575
H 1.722 0.024 2.414
H -1.519 0.013 -1.422
H -0.864 1.601 -1.901
H -2.055 1.554 -0.559
H 0.706 1.446 0.059
```

Calculated values
- LUMO level (alpha / beta) (eV) = 0.145 / -3.600
- energy relative to the best compared isomer or geometry (same formula, charge and spin) (eV) = 4.291
- 2S+1 = 1
- HOMO energy (alpha / beta) (eV) = -10.02 / -8.14
- frontier orbital gap (alpha / beta) (eV) = 10.2 / 4.5
- molecular weight (g/mol) = 153.0

=====

(7)
Formula: C4H6BrIO
Source: the Open Molecules 2025 dataset
Level of theory: wB97M-V/def2-TZVPD

XYZ file:
```
13
C4H6BrIO (wB97M-V/def2-TZVPD)
C 0.851 1.825 -0.094
C -0.425 1.506 -0.254
Br -1.745 2.866 0.137
C -0.938 0.144 -0.620
C -0.446 -0.939 0.339
O -1.733 -0.104 -1.483
H 1.091 2.844 0.031
H 1.670 1.011 -0.084
H -0.691 -1.911 -0.197
H -0.886 -0.989 1.322
H 0.645 -0.860 0.165
I -4.734 -0.690 0.019
H -3.601 -1.082 -1.017
```

Calculated values
- LUMO level (eV) = 0.123
- SMILES = C=C(Br)C(C)=O.I
- energy relative to the best compared isomer or geometry (same formula, charge and spin) (eV) = 0.565
- 2S+1 = 1
- HOMO energy (eV) = -9.67
- frontier orbital gap (eV) = 9.8
- molecular weight (g/mol) = 276.9

=====

(8)
Formula: C4H6BrN
Source: the Open Molecules 2025 dataset
Level of theory: wB97M-V/def2-TZVPD

XYZ file:
```
12
C4H6BrN (wB97M-V/def2-TZVPD)
C -0.551 -0.147 -0.793
C 0.191 -0.494 0.590
C -1.484 1.007 -0.688
C 1.664 -0.390 0.697
N -0.224 -0.915 -1.688
Br -0.599 -1.888 1.551
H -0.920 1.883 -0.368
H -2.226 0.779 0.076
H -1.966 1.207 -1.642
H 2.184 -1.349 0.624
H 1.865 0.014 1.691
H 2.066 0.294 -0.050
```

Calculated values
- LUMO level (alpha / beta) (eV) = -0.333 / -0.288
- energy relative to the best compared isomer or geometry (same formula, charge and spin) (eV) = 2.327
- 2S+1 = 1
- HOMO energy (alpha / beta) (eV) = -8.45 / -9.21
- frontier orbital gap (alpha / beta) (eV) = 8.1 / 8.9
- molecular weight (g/mol) = 148.0

=====

(9)
Formula: C4H6BrN
Source: the Open Molecules 2025 dataset
Level of theory: wB97M-V/def2-TZVPD

XYZ file:
```
12
C4H6BrN (wB97M-V/def2-TZVPD)
H 1.966 -2.391 -0.407
N 1.022 -2.112 -0.310
C 1.047 -0.515 0.016
Br 2.768 0.175 0.151
C -0.032 0.431 0.230
C -0.030 1.743 -0.247
C -1.347 -0.276 0.307
H -1.097 2.151 -0.275
H 0.835 2.288 -0.514
H -1.645 -0.389 1.372
H -1.332 -1.276 -0.048
H -2.154 0.173 -0.275
```

Calculated values
- LUMO level (alpha / beta) (eV) = -1.010 / -1.011
- SMILES = [H]/N=C(\Br)C(=C)C
- energy relative to the best compared isomer or geometry (same formula, charge and spin) (eV) = 3.048
- 2S+1 = 1
- HOMO energy (alpha / beta) (eV) = -9.08 / -9.10
- frontier orbital gap (alpha / beta) (eV) = 8.1 / 8.1
- molecular weight (g/mol) = 148.0

=====

(10)
Formula: C4H6BrN3O2S
Source: the Open Molecules 2025 dataset
Level of theory: wB97M-V/def2-TZVPD

XYZ file:
```
17
C4H6BrN3O2S (wB97M-V/def2-TZVPD)
N 2.519 -0.984 -0.692
S 1.058 -0.883 -1.451
O 0.510 -2.182 -1.538
O 1.098 -0.048 -2.585
N 0.035 -0.035 -0.309
C -0.125 1.342 -0.125
C -1.259 1.795 0.457
C -2.218 0.781 0.944
N -1.977 -0.506 0.930
C -0.660 -0.831 0.570
Br 0.425 -0.818 2.456
H 2.409 -1.486 0.156
H 2.764 -0.094 -0.441
H 0.727 2.051 -0.347
H -1.565 2.883 0.540
H -3.258 0.937 1.220
H -0.481 -1.921 0.215
```

Calculated values
- LUMO level (eV) = -0.455
- SMILES = NS(=O)(=O)N1C=CC=N[C@@H]1Br
- energy relative to the best compared isomer or geometry (same formula, charge and spin) (eV) = 0.000
- 2S+1 = 1
- HOMO energy (eV) = -9.31
- frontier orbital gap (eV) = 8.9
- molecular weight (g/mol) = 240.1